No. 1
The following is a quantum chemistry calculation of a 2-piece molecular cluster, C45H43Cl2N2O overall at a distorted geometry, from OMol25.

The lowest unoccupied orbital energy comes out at -4.282 eV. For the molar mass, the calculation gives 698.76 g mol⁻¹. The strongest force on any atom comes out at 4.0 eV Å⁻¹. As for the charge: +1. Its HOMO energy is -9.18 eV.

Each line ends with the Löwdin charge.
Atoms and positions in Å:
1 Cl 5.7430 -5.8787 -0.7496  0.7262
2 C 4.7988 -4.4897 -1.0549  -0.6763
3 C 5.0116 -3.3142 -0.3162  -0.0808
4 C 4.2404 -2.1802 -0.5842  -0.0124
5 C 3.3000 -2.1703 -1.6285  -0.2085
6 C 2.5384 -0.9340 -1.9459  -0.0605
7 C 2.2099 -0.7026 -3.3460  -0.0831
8 C 1.7210 0.5005 -3.7691  -0.0124
9 C 1.1865 0.6899 -5.0937  -0.2227
10 C 0.9308 1.9941 -5.5775  -0.0209
11 C 0.2657 2.1978 -6.7817  -0.0874
12 C -0.1728 1.0884 -7.5316  -0.6790
13 Cl -1.0215 1.3270 -8.9925  0.7168
14 C 0.1125 -0.2188 -7.0949  -0.0876
15 C 0.7959 -0.4136 -5.8973  -0.0163
16 C 3.0966 -3.3565 -2.3585  -0.0177
17 C 3.8342 -4.5142 -2.0726  -0.0784
18 H 5.7933 -3.2914 0.4376  0.1105
19 H 4.3604 -1.2980 0.0484  0.1201
20 H 2.9339 -0.0532 -1.4136  0.1435
21 H 2.4065 -1.4854 -4.0773  0.1059
22 H 1.7254 1.3608 -3.0951  0.1324
23 H 1.2487 2.8432 -4.9723  0.1190
24 H 0.1012 3.2021 -7.1667  0.1104
25 H -0.1811 -1.0677 -7.7095  0.1101
26 H 0.9833 -1.4310 -5.5492  0.1087
27 H 2.3186 -3.3967 -3.1239  0.1161
28 H 3.6852 -5.4204 -2.6545  0.1113
29 C -5.9100 -1.9837 -1.0678  -0.0411
30 C -4.9635 -1.1237 -0.2748  -0.2539
31 C -4.0646 -0.2641 -0.9139  0.0061
32 C -3.2091 0.5806 -0.1922  -0.1809
33 C -2.4137 1.6031 -0.9449  -0.0181
34 C -3.1445 0.4256 1.2053  -0.1149
35 N -2.1465 1.1121 1.9675  0.0949
36 C -0.7830 1.0575 1.8442  -0.0896
37 C 0.0248 0.5303 0.7379  -0.3339
38 C -0.1870 -0.8460 0.2343  -0.1570
39 C 0.1145 -1.0954 -1.1556  -0.0152
40 C -0.9359 -1.8010 1.0231  -0.1818
41 C -0.9859 -1.7609 2.4351  -0.0428
42 C -1.7693 -2.6649 3.1508  -0.0924
43 C -2.5366 -3.6178 2.4834  -0.0826
44 C -2.4744 -3.7093 1.0925  -0.0770
45 C -1.6904 -2.8246 0.3655  -0.0240
46 O 0.8622 1.2794 0.1795  0.0498
47 N -0.2475 1.9215 2.7466  0.0891
48 C 1.0951 2.4084 2.8354  -0.1240
49 C 2.1670 1.5300 3.0329  -0.1858
50 C 1.9735 0.0614 3.2156  -0.0222
51 C 3.4664 2.0531 3.0794  0.0089
52 C 3.7051 3.4272 3.0247  -0.2478
53 C 5.1132 3.9569 3.1031  -0.0446
54 C 2.6086 4.2842 2.8898  0.0115
55 C 1.3008 3.7957 2.7810  -0.1850
56 C 0.1870 4.7674 2.5652  -0.0335
57 C -1.2793 2.3589 3.5821  0.0098
58 C -2.4322 1.9086 3.0845  0.0139
59 C -4.0929 -0.3628 1.8823  -0.1811
60 C -4.1629 -0.4657 3.3715  -0.0407
61 C -4.9754 -1.1394 1.1200  0.0039
62 H -6.4958 -2.6258 -0.3967  0.0806
63 H -6.6157 -1.3767 -1.6563  0.0913
64 H -5.3697 -2.6302 -1.7748  0.0867
65 H -4.0401 -0.2143 -2.0044  0.1302
66 H -2.1632 2.4796 -0.3325  0.0921
67 H -1.4877 1.1832 -1.3623  0.0637
68 H -3.0150 1.9496 -1.8015  0.0965
69 H 0.0776 -2.1593 -1.4256  0.1075
70 H -0.4978 -0.5043 -1.8612  0.1169
71 H 1.2210 -0.7875 -1.3350  0.0457
72 H -0.3836 -1.0155 2.9626  0.0851
73 H -1.7818 -2.6013 4.2383  0.1124
74 H -3.1670 -4.2992 3.0440  0.1064
75 H -3.0401 -4.4685 0.5502  0.1112
76 H -1.7026 -2.8454 -0.7322  0.1093
77 H 2.9432 -0.3920 3.4597  0.0908
78 H 1.2781 -0.1786 4.0318  0.0934
79 H 1.6266 -0.4211 2.2923  0.0720
80 H 4.2997 1.3566 3.1851  0.1243
81 H 5.1138 5.0508 3.1845  0.0798
82 H 5.6413 3.5469 3.9749  0.0877
83 H 5.7007 3.6853 2.2135  0.0898
84 H 2.7711 5.3633 2.8581  0.1223
85 H 0.6268 5.7562 2.3893  0.0868
86 H -0.4226 4.5191 1.6883  0.0932
87 H -0.4680 4.8581 3.4402  0.0775
88 H -1.0901 3.0083 4.4202  0.1420
89 H -3.4421 2.1006 3.4033  0.1343
90 H -4.8524 -1.2795 3.6280  0.0926
91 H -3.2021 -0.7102 3.8374  0.0693
92 H -4.5603 0.4501 3.8251  0.0790
93 H -5.6824 -1.7878 1.6425  0.1249

---

No. 2
The following is a quantum chemistry calculation of C45H43NP2SSi2Ti as an isolated structure, from OMol25.

As for the spin multiplicity: 3. As for the expectation value of S²: 2.01. The lowest unoccupied orbital energy (spin up / spin down) comes out at 0.580 / 0.429 eV. For the molar mass, the calculation gives 795.90 g mol⁻¹. The strongest force on any atom comes out at 0.6 eV Å⁻¹. As for the charge: 0. Its HOMO energy (spin up / spin down) is -6.04 / -6.67 eV. The value obtained for the energy above the lowest of the compared OMol25 structures with the same formula, charge and spin is 7.0 kJ/mol.

Each line ends with the Löwdin charge.
Atoms and positions in Å:
1 Ti -0.1993 0.0947 0.3250  0.2312
2 C -1.5534 2.4042 3.1531  -0.2177
3 Si -1.4844 2.2247 1.2597  0.5793
4 C -3.3329 2.1050 0.7491  -0.2921
5 C -4.2180 3.1676 0.5464  -0.0849
6 C -5.5547 2.9585 0.2423  -0.0821
7 C -6.0568 1.6677 0.1454  -0.0824
8 C -5.2030 0.5927 0.3280  -0.0772
9 C -3.8555 0.8115 0.6084  -0.3781
10 P -2.6736 -0.5760 0.6986  0.9929
11 C -2.4499 -1.0722 -1.0199  -0.3953
12 C -2.0237 -2.3691 -1.3452  -0.0979
13 C -1.6605 -2.6835 -2.6405  -0.0805
14 C -1.6850 -1.7093 -3.6329  -0.0935
15 C -2.0731 -0.4198 -3.3232  -0.0815
16 C -2.4589 -0.0951 -2.0242  -0.0849
17 C -3.5637 -1.9590 1.4748  -0.3529
18 C -4.4779 -2.7661 0.7975  -0.1066
19 C -5.1296 -3.7946 1.4596  -0.0780
20 C -4.8753 -4.0261 2.8053  -0.0836
21 C -3.9611 -3.2343 3.4837  -0.0784
22 C -3.3025 -2.2103 2.8190  -0.0862
23 C -0.7124 3.8483 0.6250  -0.2855
24 C -1.2447 5.1276 0.8227  -0.0950
25 C -0.6137 6.2611 0.3382  -0.0791
26 C 0.5873 6.1476 -0.3542  -0.0791
27 C 1.1545 4.8990 -0.5338  -0.0998
28 C 0.5141 3.7611 -0.0380  -0.3949
29 P 1.2948 2.1216 -0.2070  1.0083
30 C 2.7783 2.2049 0.8500  -0.3387
31 C 3.5604 1.0536 0.9595  -0.1205
32 C 4.6665 1.0298 1.7918  -0.0729
33 C 4.9936 2.1495 2.5459  -0.0839
34 C 4.2068 3.2875 2.4644  -0.0792
35 C 3.1030 3.3165 1.6215  -0.0708
36 C 1.9304 2.1954 -1.9201  -0.3622
37 C 3.2624 2.0231 -2.2810  -0.0756
38 C 3.6250 1.9855 -3.6224  -0.0802
39 C 2.6659 2.1305 -4.6130  -0.0909
40 C 1.3362 2.3222 -4.2582  -0.0869
41 C 0.9714 2.3464 -2.9219  -0.1128
42 H -2.1432 3.2741 3.4592  0.0227
43 H -0.5490 2.5129 3.5685  0.0200
44 H -2.0085 1.5206 3.6073  0.0132
45 H -3.8618 4.1872 0.6213  0.0810
46 H -6.2103 3.8071 0.0876  0.1020
47 H -7.1027 1.5012 -0.0791  0.1017
48 H -5.5849 -0.4173 0.2455  0.0944
49 H -1.9584 -3.1252 -0.5714  0.1157
50 H -1.3398 -3.6899 -2.8783  0.1098
51 H -1.3918 -1.9608 -4.6443  0.1065
52 H -2.0884 0.3448 -4.0900  0.1059
53 H -2.7889 0.9107 -1.7945  0.1037
54 H -4.6700 -2.5985 -0.2556  0.1065
55 H -5.8350 -4.4173 0.9243  0.1039
56 H -5.3831 -4.8308 3.3213  0.1027
57 H -3.7497 -3.4200 4.5288  0.1046
58 H -2.5692 -1.6100 3.3455  0.1029
59 H -2.1678 5.2460 1.3781  0.0910
60 H -1.0548 7.2375 0.4984  0.1023
61 H 1.0827 7.0296 -0.7401  0.1028
62 H 2.0984 4.8044 -1.0591  0.1134
63 H 3.2942 0.1609 0.4047  0.0838
64 H 5.2614 0.1280 1.8636  0.1041
65 H 5.8514 2.1281 3.2058  0.1020
66 H 4.4459 4.1592 3.0602  0.1029
67 H 2.4952 4.2105 1.5742  0.0979
68 H 4.0299 1.9191 -1.5253  0.0994
69 H 4.6662 1.8484 -3.8866  0.1031
70 H 2.9508 2.1021 -5.6570  0.1004
71 H 0.5812 2.4459 -5.0249  0.1025
72 H -0.0712 2.4884 -2.6547  0.1065
73 C 3.7102 -5.7878 -0.0891  -0.1931
74 Si 2.8870 -4.3883 0.8665  0.5097
75 C 1.4697 -5.1299 1.8498  -0.1857
76 C 4.1745 -3.5673 1.9626  -0.1815
77 C 2.2682 -3.1396 -0.4122  -0.2421
78 C 2.5538 -3.3054 -1.7613  -0.0773
79 C 2.1414 -2.3803 -2.7184  -0.0594
80 C 1.4103 -1.2966 -2.2853  -0.1358
81 N 1.1121 -1.1143 -0.9964  -0.0759
82 C 1.5419 -1.9793 -0.0599  -0.7514
83 S 1.1591 -1.5726 1.5957  0.5981
84 H 4.0357 -6.5635 0.6084  0.0306
85 H 4.5924 -5.4596 -0.6432  0.0304
86 H 3.0211 -6.2561 -0.7960  0.0317
87 H 1.8453 -5.9141 2.5125  0.0293
88 H 0.7388 -5.5874 1.1783  0.0317
89 H 0.9537 -4.3834 2.4521  -0.0008
90 H 4.6095 -4.2742 2.6728  0.0294
91 H 3.7373 -2.7398 2.5216  0.0030
92 H 4.9871 -3.1721 1.3475  0.0299
93 H 3.1161 -4.1735 -2.0870  0.0915
94 H 2.3770 -2.4976 -3.7666  0.1023
95 H 1.0414 -0.5366 -2.9650  0.1059

---

- What is the formula in the first record?
  C45H43Cl2N2O